(1)
# C6H12O

The molecule C6H12O (ωB97M-V/def2-TZVPD, the Open Molecules 2025 dataset).

Output
Kohn-Sham gap = 9.48 eV
2S+1 = 1
maximum force = 0.50 eV Å⁻¹
total charge = 0

```
19
Properties=species:S:1:pos:R:3:forces:R:3:nbo_charge:R:1
O -2.0356 -0.3476 -2.4469 0.03 -0.36 0.00 -0.658
C 2.7324 0.9101 0.4577 0.04 0.04 -0.02 -0.602
C 0.2678 0.3224 0.1761 -0.01 0.03 -0.04 -0.398
C -2.0059 -1.1736 -1.4171 -0.09 0.48 0.06 0.258
C 1.5668 0.0447 0.9305 -0.01 -0.04 0.04 -0.391
C -0.9006 -0.5226 0.6844 0.08 -0.07 0.09 -0.384
C -2.1721 -0.3511 -0.1658 0.01 -0.12 -0.05 -0.566
H -3.0235 -0.7838 0.3782 0.13 0.03 -0.11 0.238
H 1.4001 0.2054 2.0048 0.02 -0.02 -0.14 0.193
H -2.3767 0.7130 -0.3612 0.02 -0.16 -0.01 0.198
H 1.8256 -1.0171 0.8163 -0.04 0.15 0.02 0.196
H 0.4219 0.1388 -0.8978 -0.01 0.00 0.16 0.194
H 2.5138 1.9760 0.5945 0.02 -0.15 -0.02 0.201
H 3.6492 0.6838 1.0126 -0.13 0.03 -0.09 0.209
H 2.9367 0.7480 -0.6073 -0.03 0.02 0.15 0.201
H 0.0090 1.3877 0.2650 0.04 -0.13 -0.01 0.195
H -0.6181 -1.5837 0.6668 -0.03 0.15 0.05 0.212
H -1.9075 -0.8817 -3.2462 -0.04 0.15 0.09 0.498
H -1.1116 -0.2657 1.7304 0.01 -0.01 -0.18 0.205
```
Forces are in eV/Å.

---

(2)
# C4H12

A cluster of 2 separate species, C4H12 in total at a distorted geometry (ωB97M-V/def2-TZVPD, the Open Molecules 2025 dataset).

Output
SMILES = CC.CC
Kohn-Sham gap = 12.05 eV
2S+1 = 1
maximum force = 7.88 eV Å⁻¹
total charge = 0

```
16
Properties=species:S:1:pos:R:3:forces:R:3:nbo_charge:R:1
C 0.0666 -2.8100 -0.2747 -2.48 0.96 -2.63 -0.626
C 0.9703 -1.6207 -0.3155 1.70 -0.13 7.69 -0.610
C -1.1751 2.1432 0.6409 -0.07 -0.49 1.80 -0.634
C 0.1408 2.2880 -0.0779 0.24 2.21 -4.47 -0.616
H -1.7670 3.0569 0.8469 0.51 -0.53 -0.16 0.215
H -0.9944 1.5804 1.5949 0.02 1.08 -0.24 0.205
H 0.1502 1.7636 -1.1242 0.00 0.30 2.11 0.207
H -0.4897 -2.5960 -1.2810 0.47 -1.53 1.62 0.200
H 0.9642 1.9817 0.5019 1.01 -0.52 0.51 0.208
H 1.1321 -1.2554 -1.2379 -0.37 2.27 -2.87 0.207
H 2.0278 -1.7715 0.0095 -0.48 -0.73 -0.12 0.204
H 0.3777 -3.8230 -0.1611 0.95 -0.58 -0.48 0.214
H -1.7992 1.3933 0.2135 -0.76 -0.16 -1.10 0.212
H -0.7157 -2.7242 0.4602 -0.25 0.33 0.42 0.205
H 0.6755 -0.9716 0.7194 0.47 -0.59 -3.63 0.206
H 0.4360 3.3654 -0.5150 -0.95 -1.90 1.54 0.203
```
Forces are in eV/Å.

---

(3)
# C9H14FNO

A cluster of 2 separate species, C9H14FNO in total at a distorted geometry (ωB97M-V/def2-TZVPD, the Open Molecules 2025 dataset).

Output
SMILES = CC=C=C(F)CCCC.N=C=O
Kohn-Sham gap = 10.25 eV
2S+1 = 1
maximum force = 1.23 eV Å⁻¹
total charge = 0

```
26
Properties=species:S:1:pos:R:3:forces:R:3:nbo_charge:R:1
F -2.1561 -0.1050 1.6756 0.15 -0.04 -0.07 -0.361
O -3.1499 -1.5103 -1.2791 0.77 -0.89 -0.35 -0.526
N -4.3543 0.1661 -0.1872 -0.76 0.67 0.09 -0.770
C -3.6662 -0.6913 -0.6470 -0.47 0.16 -0.31 0.864
C -0.8677 0.9091 0.0644 -0.25 -0.07 0.07 -0.066
C 3.1837 -0.9806 -0.4048 -0.13 0.10 0.18 -0.600
C 0.7545 -1.5896 -0.1468 0.04 0.19 0.30 -0.389
C -0.6448 2.0089 -0.5892 0.15 0.16 -0.14 -0.183
C -0.5032 -1.5151 0.7090 -0.08 0.00 -0.11 -0.461
C 1.9197 -0.7828 0.4224 0.03 -0.13 -0.28 -0.395
C -1.1349 -0.1619 0.7463 0.09 -0.16 0.35 0.342
C 0.2797 3.0975 -0.1380 0.00 -0.06 0.04 -0.637
H 0.5231 -1.2337 -1.1526 0.02 -0.07 -0.10 0.208
H -0.2832 -1.8093 1.7396 0.00 0.00 0.00 0.218
H 1.6543 0.2757 0.4363 0.03 0.00 0.10 0.201
H 3.4893 -2.0250 -0.3881 0.08 -0.09 -0.05 0.200
H -0.2699 4.0360 -0.0784 0.04 0.10 0.01 0.223
H 2.1086 -1.0942 1.4521 -0.05 0.05 0.08 0.193
H 1.0875 3.2281 -0.8578 0.05 0.06 -0.02 0.221
H 1.0539 -2.6376 -0.2210 -0.02 0.00 -0.09 0.206
H 3.9989 -0.3771 -0.0125 0.14 0.02 -0.03 0.208
H -1.1418 2.1762 -1.5384 -0.13 -0.08 -0.08 0.216
H 0.7043 2.8738 0.8369 0.04 0.01 0.05 0.220
H 3.0099 -0.6927 -1.4397 0.04 0.02 -0.13 0.201
H -4.3503 0.6537 0.6782 0.25 0.04 0.37 0.430
H -1.2451 -2.2191 0.3201 -0.03 0.03 0.11 0.236
```
Forces are in eV/Å.

---

(4)
# C8H32N6O8

A cluster of 8 separate species, C8H32N6O8 in total at a distorted geometry (ωB97M-V/def2-TZVPD, the Open Molecules 2025 dataset).

Output
expectation value of S² = 0.76
Kohn-Sham gap (alpha / beta) = 10.09 / 2.84 eV
2S+1 = 2
maximum force = 4.98 eV Å⁻¹
total charge = +1

```
54
Properties=species:S:1:pos:R:3:forces:R:3:nbo_charge:R:1
O -4.2351 1.9602 0.5236 1.02 -1.92 1.19 -0.708
O -1.0768 -1.0686 1.2199 -3.05 -3.16 2.36 -0.543
O -0.6948 -2.6898 -1.8094 0.02 0.91 0.03 -0.700
O -0.2551 2.9025 -1.5420 -1.51 0.22 -0.51 -0.768
O 3.8843 3.4230 1.6204 -0.54 0.03 -0.07 -0.714
O 1.9598 1.3790 -1.9359 -2.20 -0.22 2.35 -0.755
O -3.0102 -5.2269 1.8758 -0.13 -1.27 0.58 -0.695
O 0.2103 -4.3652 4.1406 -0.32 -0.77 -0.45 -0.386
N -0.9265 0.6601 -0.1252 -2.07 1.50 -0.69 -0.673
N 3.1379 2.9259 -3.0994 -0.36 3.55 0.13 -0.803
N 0.3114 -2.8953 5.7629 0.80 0.17 3.86 -0.779
N 0.8972 -0.3201 0.6477 1.84 -0.28 -0.24 -0.785
N 3.3796 0.8747 -3.5164 1.12 -3.20 -1.85 -0.797
N -0.2114 -2.2146 3.7419 -0.91 2.29 -1.98 -0.771
C -0.7855 3.3645 -2.8009 0.59 1.01 -0.32 -0.267
C 3.6061 2.5405 0.5584 -0.29 -0.41 -0.38 -0.252
C 0.0544 -3.2014 4.5486 0.86 -1.60 -2.20 0.719
C -0.4097 -0.3080 0.6048 1.44 1.97 -0.77 0.727
C -4.6343 2.9127 -0.3429 -1.51 2.78 -1.93 -0.249
C 2.7254 1.7319 -2.8004 0.68 -0.71 0.20 0.777
C -2.7711 -3.8814 2.0711 0.26 1.10 -0.69 -0.231
C 0.3286 -3.3676 -2.4762 0.29 -1.69 -0.88 -0.261
H 4.7485 3.2136 1.9822 0.04 -0.02 -0.06 0.472
H 0.0547 -3.6810 -3.4836 -0.61 0.40 -0.04 0.190
H 0.4701 -4.3245 -1.9738 0.65 -0.05 0.17 0.170
H -1.8556 0.9843 0.1025 -0.32 -0.16 0.01 0.434
H 0.5747 2.4340 -1.6587 0.79 -0.07 -0.58 0.496
H 3.9038 1.2515 -4.2931 0.14 -1.23 0.07 0.391
H 3.7068 1.4928 0.8419 0.66 -0.18 0.00 0.155
H -4.5126 3.9332 0.0199 0.60 -0.16 0.35 0.187
H -4.1661 2.8435 -1.3248 0.30 0.04 -0.15 0.147
H 2.7028 3.6884 -2.6000 0.31 0.37 -0.60 0.420
H -0.1164 3.2019 -3.6459 0.32 -0.31 0.15 0.172
H -0.4162 -2.3346 2.7602 -0.33 -0.01 0.19 0.437
H 0.8541 -3.6132 6.2213 -0.27 0.48 0.74 0.431
H 0.2026 -1.9523 6.1078 0.31 -0.42 0.22 0.408
H -1.7622 3.0319 -3.1522 -0.09 -0.83 0.79 0.185
H 3.1520 -0.0956 -3.3527 0.37 0.08 -0.67 0.415
H 1.2684 -2.8367 -2.6278 0.06 0.29 0.49 0.155
H -3.6072 -3.2936 1.6922 -0.09 0.35 0.07 0.165
H -0.2518 -2.3393 -1.0331 -0.42 0.11 0.27 0.451
H 4.1637 2.7917 -0.3439 0.45 -0.24 0.02 0.162
H -0.2950 -1.2943 4.1495 -0.28 -0.03 -0.42 0.399
H -0.4905 1.2034 -0.8564 0.28 0.16 -0.26 0.439
H 1.3165 0.2821 -0.0463 1.11 -0.36 0.09 0.435
H -4.4804 1.1582 0.0565 0.05 -0.58 0.56 0.466
H 1.2880 -1.1309 1.1059 0.69 0.35 -0.36 0.417
H 3.5947 2.9773 -3.9987 -0.14 1.22 0.49 0.397
H -0.9039 4.4470 -2.7525 0.12 0.11 0.27 0.188
H -1.8849 -3.5894 1.5077 0.20 0.32 -0.09 0.146
H -5.7084 2.8895 -0.5270 -0.33 -0.29 -0.08 0.163
H -2.5912 -3.6010 3.1089 -0.25 -0.55 0.09 0.173
H 2.5723 2.5408 0.2128 -0.30 0.85 0.55 0.175
H -3.0157 -5.4146 0.9343 -0.03 0.03 -0.01 0.471
```
Forces are in eV/Å.

---

(5)
# C4HFNO2

A structure of composition C4HFNO2 at a distorted geometry (ωB97M-V/def2-TZVPD, the Open Molecules 2025 dataset).

Output
Kohn-Sham gap = 8.27 eV
2S+1 = 1
maximum force = 5.09 eV Å⁻¹
total charge = -1

```
9
Properties=species:S:1:pos:R:3:forces:R:3:nbo_charge:R:1
F -1.2376 0.0415 -2.5111 0.29 0.26 0.68 -0.396
O 0.3521 -2.3977 1.6219 -1.95 -2.50 0.62 -0.670
O 1.8774 -0.8217 1.3283 1.50 0.19 0.25 -0.618
N 0.2085 1.0017 0.5773 -1.16 -1.87 -0.19 -0.482
C -0.3638 0.2905 -1.4576 -0.43 0.53 1.48 0.171
C -0.5434 1.3662 -0.5987 0.53 -2.64 -0.76 -0.194
C 0.7748 -1.3676 1.2130 1.51 0.53 0.17 0.665
C 0.1661 -0.2849 0.4196 0.00 4.67 -2.02 0.340
H -1.2341 2.1720 -0.5926 -0.30 0.83 -0.23 0.185
```
Forces are in eV/Å.

---

(6)
# C34H75N3O7SSi

A cluster of 8 separate species, C34H75N3O7SSi in total at a distorted geometry (ωB97M-V/def2-TZVPD, the Open Molecules 2025 dataset).

Output
SMILES = CC[C@@H](C)[Si@H](S)CC(N)(N)N.C1CCOC1.C1CCOC1.C1CCOC1.C1CCOC1.C1CCOC1.C1CCOC1.C1CCOC1
Kohn-Sham gap = 8.97 eV
2S+1 = 1
maximum force = 1.69 eV Å⁻¹
total charge = 0

```
121
Properties=species:S:1:pos:R:3:forces:R:3:mulliken_charge:R:1
S 0.3694 -1.6103 1.8520 0.05 -0.62 0.12 -0.370
Si -0.2692 0.2131 0.8887 0.17 0.37 0.76 0.100
O -2.5497 -2.3222 -4.0128 -0.04 0.17 -0.28 -0.448
O 5.7519 -4.2270 2.8502 -0.18 -0.09 -0.10 -0.496
O 3.1480 -1.0856 -3.7579 -0.23 -0.01 -0.09 -0.446
O -6.0455 -2.5000 -2.9387 -0.07 -0.11 0.09 -0.267
O 4.5539 -1.3552 4.3762 0.07 0.13 0.15 -0.315
O 0.6139 5.6238 3.7581 0.12 0.18 -0.08 -0.326
O -3.8978 1.9317 -2.1966 -0.20 0.03 -0.12 -0.322
N 2.8014 -0.4995 -0.5347 0.26 -0.09 0.38 -0.372
N 3.5015 1.6927 -0.2190 -0.80 -0.36 -0.95 -0.835
N 2.9675 0.3174 1.6724 -1.10 -0.24 0.04 0.107
C -6.2604 1.9426 -2.3913 -0.11 0.17 0.14 -0.746
C -7.2339 -4.2827 -1.9309 -0.10 -0.19 -0.13 -0.599
C -1.4935 1.1569 2.0035 -0.42 0.94 -1.02 0.643
C -4.2499 2.8273 -3.2569 0.04 0.14 0.20 -0.611
C -5.0885 -3.4051 -2.3681 0.11 -0.04 -0.09 -0.118
C 1.9301 -2.7926 -4.8595 -0.11 -0.18 0.18 -0.666
C -0.9307 2.4629 2.6229 -0.38 -0.74 1.24 -1.157
C 6.2146 -1.1955 6.0571 0.18 0.06 -0.08 -0.726
C 1.2938 -1.4521 -5.1872 -0.01 0.11 -0.25 0.091
C 3.9180 -3.6903 1.4502 -0.08 -0.08 -0.29 0.154
C 1.1528 1.2769 0.2049 0.33 -0.08 0.33 -0.776
C 5.3094 0.0236 6.1451 -0.12 0.07 0.20 -0.656
C 3.3854 -4.2465 2.7587 -0.17 0.14 0.23 -0.257
C 4.6377 0.0150 4.7818 0.01 -0.04 -0.20 -0.204
C -3.7889 -0.9669 -5.5120 -0.31 0.06 0.06 -0.335
C -5.0753 1.2358 -1.7586 0.16 -0.28 -0.02 0.304
C -2.7325 1.5627 1.0970 0.88 0.12 0.38 -1.134
C -3.3593 -2.3880 -5.1959 0.20 -0.19 -0.05 -0.450
C -7.3635 -2.8964 -2.5408 0.03 0.21 0.06 -0.495
C 4.6081 -4.9518 3.3210 0.13 -0.14 -0.09 -0.578
C 0.7675 6.8542 4.4761 -0.24 -0.02 -0.01 -0.517
C -5.6584 2.4546 -3.6903 -0.01 -0.12 -0.24 -0.344
C 1.3092 5.7164 2.5094 0.05 -0.21 0.10 -0.130
C 3.3047 -2.3749 -4.3643 0.20 0.06 -0.06 -0.431
C 0.1499 2.2241 3.7186 -0.37 1.17 -0.65 -0.792
C -5.8339 -4.2361 -1.3388 -0.02 0.12 0.22 -0.639
C 1.8516 -0.5653 -4.0873 0.00 0.01 0.19 -0.124
C 5.3375 -3.3103 1.8251 0.15 0.22 0.04 -0.211
C 5.3637 -2.1593 5.2481 -0.10 -0.14 0.13 -0.216
C -2.2280 -0.9505 -3.7445 -0.16 -0.06 0.33 0.852
C -2.6179 -0.1612 -4.9805 0.26 0.09 -0.17 0.010
C 2.5698 0.6526 0.2975 1.26 1.12 -0.16 0.272
C 1.8511 7.6421 3.7599 0.23 0.01 0.13 -0.554
C 1.6759 7.1789 2.3233 -0.13 0.12 -0.19 -0.606
H -6.5730 2.7853 -1.7682 0.00 -0.03 -0.01 0.313
H 4.5633 -0.1232 6.9307 0.01 0.03 -0.03 0.270
H 5.3768 -2.2992 2.2407 -0.04 0.02 -0.05 -0.010
H 1.7486 8.7188 3.8909 -0.02 -0.02 0.00 0.344
H 3.0353 -0.2573 -1.4855 -0.23 -0.03 -0.16 0.207
H -5.1134 1.2389 -0.6684 0.10 0.03 -0.02 0.253
H -7.7291 -2.1714 -1.8047 -0.08 -0.04 0.00 0.285
H 3.9116 -0.0380 1.6618 0.15 -0.12 -0.05 0.063
H 4.0137 -2.2761 -5.1933 0.00 -0.07 -0.01 0.232
H 1.2208 2.2823 0.6591 -0.29 -0.35 0.08 0.163
H 1.9451 0.4785 -4.3911 0.09 -0.01 0.06 0.351
H 3.5519 2.4652 0.4240 0.21 0.08 0.13 0.261
H -2.7066 2.6568 0.9851 -0.36 -0.28 0.03 0.300
H -5.6239 1.6475 -4.4280 0.00 0.03 0.01 0.101
H 5.2384 0.5540 4.0391 0.00 0.08 0.04 0.243
H 0.6718 5.3364 1.7093 -0.04 -0.04 0.06 0.171
H -1.8824 0.5239 2.8106 0.41 -0.04 -0.15 0.580
H -1.7983 -0.1709 -5.7059 -0.01 0.03 0.01 0.327
H 6.0288 -3.3681 0.9822 0.05 -0.10 0.07 0.394
H 1.1381 2.1837 3.2417 -0.07 -0.41 0.37 -0.148
H 1.3738 -3.2812 -4.0550 0.01 0.00 -0.03 0.242
H -1.1660 -0.8641 -3.5059 -0.03 -0.09 0.05 -0.334
H 0.9575 1.4638 -0.8618 0.10 -0.11 0.26 0.502
H 2.5289 -4.9098 2.6376 0.04 -0.02 -0.01 0.470
H -4.2089 -3.0489 -5.0222 0.04 -0.01 0.06 0.213
H -7.1188 1.2864 -2.5314 0.04 -0.02 -0.01 0.358
H -1.0519 -0.2442 -0.2840 0.12 -0.34 0.08 -0.321
H -3.6557 1.2435 1.5912 0.03 0.18 -0.32 0.416
H 3.3439 -2.8480 1.0647 0.04 0.01 0.04 -0.380
H -2.7465 -2.8094 -6.0011 -0.07 0.01 -0.05 0.338
H 1.0181 6.6399 5.5159 -0.04 -0.09 -0.03 0.273
H 2.8366 7.3456 4.1292 -0.03 0.03 0.01 0.260
H -2.8633 0.8753 -4.7583 0.02 -0.03 0.05 -0.196
H -8.0270 -2.8757 -3.4068 0.06 0.05 -0.03 0.265
H -4.6956 -0.7198 -4.9521 0.01 -0.07 -0.01 -0.021
H -3.5216 2.7381 -4.0638 0.05 0.02 0.06 0.268
H -1.7762 2.9513 3.1394 0.15 -0.06 -0.27 0.611
H 2.9400 1.1493 2.2468 0.04 0.08 0.09 0.146
H -2.6594 1.1587 0.0820 -0.32 -0.05 0.23 -0.139
H 0.2039 -1.4749 -5.2020 0.04 -0.03 0.03 -0.284
H 1.2276 -0.6112 -3.1866 -0.06 0.04 -0.03 -0.009
H -5.0061 0.1969 -2.1018 -0.09 -0.02 0.04 -0.257
H -0.6054 3.1842 1.8617 0.12 -0.30 0.09 0.263
H -8.0135 -4.4985 -1.2007 0.01 0.03 -0.01 0.351
H -6.2016 3.2921 -4.1272 0.02 0.00 0.01 0.378
H 4.4076 1.2776 -0.3791 0.24 0.07 0.23 0.271
H 3.9273 -4.4763 0.6888 0.01 0.03 0.00 0.365
H 7.1245 -0.9448 5.5048 -0.01 -0.03 0.02 0.280
H 5.9569 -2.8555 4.6579 -0.09 0.03 -0.10 0.264
H -4.2639 -2.8391 -1.9355 0.00 0.05 -0.12 0.118
H -5.3881 -5.2177 -1.1830 0.00 0.02 -0.03 0.384
H 0.8461 7.7169 1.8572 0.03 -0.03 -0.01 0.278
H -4.6936 -4.0317 -3.1729 0.09 -0.04 0.09 0.190
H -3.9888 -0.8082 -6.5717 0.03 -0.03 0.01 0.458
H 2.5617 7.3184 1.7044 -0.01 -0.02 0.02 0.366
H 3.6367 0.4508 4.8008 -0.02 -0.07 -0.05 0.087
H -4.2143 3.8515 -2.8696 0.00 0.02 -0.06 0.326
H 3.7199 -3.0711 -3.6343 0.02 0.09 0.05 0.304
H 6.5053 -1.5984 7.0269 -0.02 0.00 -0.02 0.388
H -2.8073 -0.6307 -2.8717 0.07 0.12 -0.01 -0.432
H -7.2811 -5.0429 -2.7155 -0.03 0.02 0.02 0.256
H 1.6418 -1.1028 -6.1634 -0.02 0.01 0.02 0.319
H 3.0919 -3.4246 3.4172 0.02 -0.01 -0.02 0.008
H 4.6164 -4.9740 4.4129 0.10 0.01 -0.01 0.273
H -0.0712 1.3670 4.3610 0.16 -0.08 -0.36 0.376
H 4.6928 -2.7354 5.8965 0.04 0.00 0.04 0.185
H 4.6818 -5.9807 2.9519 -0.06 -0.02 0.05 0.344
H 0.1382 3.1202 4.3541 0.28 -0.24 -0.07 0.441
H 1.9750 -3.4770 -5.7060 0.02 0.02 0.01 0.416
H 2.0700 -1.1894 -0.4718 -0.07 -0.11 -0.03 0.222
H 2.2040 5.0862 2.5708 0.03 0.01 -0.08 0.165
H 5.8404 0.9531 6.3500 -0.01 -0.01 -0.02 0.365
H -0.1910 7.3839 4.4512 0.03 0.06 0.05 0.286
H -5.8534 -3.7141 -0.3781 0.02 -0.03 -0.02 0.265
H 1.3230 -1.2978 2.7773 -0.44 0.38 -0.68 0.053
```
Forces are in eV/Å.

---

(7)
# C2Cl3FN4

A cluster of 2 separate species, C2Cl3FN4 in total at a distorted geometry (ωB97M-V/def2-TZVPD, the Open Molecules 2025 dataset).

Output
Kohn-Sham gap = 7.05 eV
2S+1 = 1
maximum force = 4.03 eV Å⁻¹
total charge = 0

```
10
Properties=species:S:1:pos:R:3:forces:R:3:nbo_charge:R:1
Cl -0.7889 2.4729 1.0141 -0.14 1.06 1.74 0.288
Cl 1.4457 1.9211 -0.8649 -1.41 0.87 0.63 0.240
Cl -1.3044 2.2416 -1.7586 0.51 0.15 0.38 0.191
F 1.4690 -2.8953 0.4773 0.96 -0.40 -0.16 -0.288
N -0.6307 -2.0799 0.8064 1.72 -0.85 0.91 -0.345
N -0.3367 -0.1854 -0.0255 1.34 2.11 -0.66 -0.143
N -1.1580 -0.9219 0.6328 -1.49 1.24 -0.93 -0.078
N 0.8792 -0.7691 -0.2013 -0.82 0.81 0.06 -0.400
C -0.2156 2.1143 -0.4453 0.89 -3.21 -2.27 -0.077
C 0.6404 -1.8983 0.3649 -1.55 -1.77 0.30 0.613
```
Forces are in eV/Å.

---

no.,energy (eV)
1,-8461.777
2,-4340.492
3,-15813.712
4,-34125.350
5,-12463.156
6,-73988.516
7,-48314.290